# 1
15 unconnected molecules or ions with the total composition C60H165N15O15 in a non-equilibrium geometry. Source: the Open Molecules 2025 dataset; level of theory: ωB97M-V/def2-TZVPD.

```
255
C60H165N15O15 (ωB97M-V/def2-TZVPD)
C -16.305 -18.833 -21.955
C -16.255 -19.818 -20.733
C -14.803 -20.164 -20.065
O -14.203 -21.154 -20.887
C -13.276 -21.918 -20.142
N -17.094 -19.162 -19.673
H -15.718 -19.053 -22.846
H -15.916 -17.912 -21.518
H -17.334 -18.747 -22.303
H -16.628 -20.803 -21.013
H -14.850 -20.434 -19.010
H -14.114 -19.320 -20.099
H -12.421 -21.402 -19.706
H -12.726 -22.692 -20.677
H -13.661 -22.427 -19.258
H -16.708 -18.237 -19.551
H -16.952 -19.521 -18.740
C -19.179 -21.318 -27.420
C -18.065 -20.819 -26.501
C -18.136 -21.293 -25.033
O -19.407 -21.061 -24.406
C -19.495 -21.755 -23.120
N -16.833 -21.059 -27.156
H -19.067 -22.402 -27.422
H -19.044 -20.960 -28.440
H -20.182 -21.079 -27.067
H -18.157 -19.733 -26.520
H -17.349 -20.816 -24.449
H -17.804 -22.331 -24.997
H -19.392 -22.839 -23.182
H -20.450 -21.548 -22.638
H -18.898 -21.290 -22.336
H -16.938 -20.908 -28.149
H -16.540 -22.017 -27.027
C -12.744 -24.286 -23.764
C -13.036 -25.079 -22.527
C -14.579 -25.392 -22.347
O -15.109 -25.735 -23.622
C -16.356 -25.027 -23.835
N -12.235 -26.250 -22.819
H -12.764 -24.956 -24.624
H -11.784 -23.774 -23.701
H -13.561 -23.583 -23.929
H -12.533 -24.640 -21.665
H -14.958 -24.508 -21.834
H -14.732 -26.132 -21.561
H -17.087 -25.379 -23.107
H -16.775 -25.193 -24.827
H -16.196 -23.966 -23.643
H -12.583 -26.663 -23.672
H -12.547 -26.890 -22.103
C -15.638 -24.237 -28.793
C -15.792 -24.741 -27.329
C -14.814 -25.896 -27.076
O -13.458 -25.525 -27.303
C -12.641 -26.643 -27.122
N -15.547 -23.639 -26.462
H -15.860 -25.112 -29.404
H -14.656 -23.841 -29.053
H -16.324 -23.423 -29.027
H -16.846 -25.005 -27.242
H -15.192 -26.813 -27.529
H -14.992 -26.067 -26.014
H -11.626 -26.249 -27.066
H -12.842 -27.415 -27.866
H -12.812 -27.034 -26.119
H -15.207 -24.112 -25.637
H -14.685 -23.210 -26.768
C -24.068 -20.668 -24.563
C -24.364 -19.970 -23.278
C -25.767 -19.963 -22.840
O -26.514 -19.182 -23.695
C -27.886 -19.299 -23.566
N -23.508 -20.378 -22.172
H -24.617 -20.371 -25.456
H -24.209 -21.725 -24.336
H -22.997 -20.704 -24.761
H -24.152 -18.918 -23.469
H -26.003 -19.533 -21.867
H -26.331 -20.892 -22.758
H -28.314 -18.697 -24.367
H -28.190 -18.984 -22.568
H -28.308 -20.303 -23.547
H -22.552 -20.267 -22.477
H -23.800 -21.305 -21.894
C -17.822 -17.227 -24.540
C -17.726 -16.142 -25.711
C -19.097 -15.465 -25.877
O -20.158 -16.168 -26.422
C -19.984 -16.700 -27.743
N -16.740 -15.231 -25.196
H -17.870 -16.972 -23.482
H -16.911 -17.824 -24.491
H -18.703 -17.826 -24.769
H -17.419 -16.730 -26.576
H -18.877 -14.714 -26.635
H -19.456 -14.953 -24.985
H -20.092 -15.993 -28.566
H -20.711 -17.498 -27.895
H -19.087 -17.307 -27.858
H -16.509 -14.482 -25.833
H -17.150 -14.677 -24.457
C -20.170 -25.409 -21.091
C -19.013 -26.420 -21.000
C -17.912 -25.809 -20.067
O -17.357 -24.705 -20.820
C -16.634 -23.733 -19.974
N -19.477 -27.647 -20.424
H -20.944 -25.812 -21.745
H -19.881 -24.432 -21.481
H -20.647 -25.264 -20.122
H -18.558 -26.725 -21.943
H -17.067 -26.496 -20.019
H -18.272 -25.502 -19.085
H -16.107 -24.232 -19.161
H -17.363 -22.975 -19.688
H -15.840 -23.173 -20.468
H -20.145 -28.043 -21.070
H -20.015 -27.514 -19.579
C -21.863 -27.249 -30.997
C -21.430 -25.958 -31.514
C -20.123 -25.385 -30.827
O -19.887 -24.079 -31.413
C -19.028 -23.335 -30.632
N -21.185 -26.242 -32.887
H -21.966 -27.219 -29.913
H -21.412 -28.182 -31.335
H -22.876 -27.387 -31.376
H -22.238 -25.230 -31.443
H -19.308 -26.106 -30.889
H -20.519 -25.242 -29.821
H -19.636 -22.777 -29.919
H -18.541 -22.577 -31.246
H -18.164 -23.761 -30.124
H -20.491 -25.531 -33.070
H -20.690 -27.101 -33.079
C -25.351 -21.637 -18.710
C -26.114 -22.505 -19.734
C -25.174 -23.505 -20.456
O -24.390 -22.783 -21.319
C -23.596 -23.600 -22.233
N -27.309 -23.122 -18.994
H -25.846 -21.520 -17.746
H -25.139 -20.654 -19.130
H -24.452 -22.138 -18.349
H -26.639 -21.985 -20.535
H -25.656 -24.286 -21.045
H -24.508 -23.954 -19.720
H -24.283 -24.106 -22.912
H -22.843 -24.160 -21.678
H -23.053 -22.988 -22.953
H -27.791 -22.382 -18.503
H -27.941 -23.465 -19.703
C -23.608 -17.952 -29.467
C -23.397 -17.388 -30.880
C -21.929 -17.231 -31.202
O -21.236 -18.528 -31.135
C -19.852 -18.411 -31.042
N -24.014 -18.186 -31.875
H -23.034 -17.273 -28.837
H -23.281 -18.991 -29.421
H -24.646 -17.925 -29.134
H -23.920 -16.434 -30.949
H -21.596 -16.515 -30.449
H -21.737 -16.742 -32.157
H -19.448 -17.604 -30.430
H -19.660 -18.139 -32.080
H -19.680 -19.434 -30.707
H -23.925 -19.108 -31.473
H -23.428 -18.074 -32.690
C -20.101 -18.551 -21.949
C -19.899 -17.304 -21.232
C -20.791 -16.248 -21.991
O -22.214 -16.501 -22.175
C -22.844 -15.274 -22.550
N -20.245 -17.354 -19.885
H -21.169 -18.685 -22.120
H -19.768 -19.477 -21.480
H -19.678 -18.682 -22.945
H -18.839 -17.060 -21.305
H -20.390 -16.119 -22.995
H -20.613 -15.323 -21.442
H -22.543 -14.933 -23.540
H -22.615 -14.446 -21.879
H -23.920 -15.386 -22.419
H -19.472 -17.931 -19.586
H -21.077 -17.926 -19.927
C -15.565 -18.095 -28.677
C -14.212 -18.052 -27.821
C -13.963 -16.554 -27.406
O -13.662 -15.761 -28.504
C -13.374 -14.417 -28.096
N -14.542 -18.686 -26.595
H -16.470 -17.840 -28.126
H -15.786 -19.125 -28.957
H -15.639 -17.460 -29.560
H -13.325 -18.486 -28.282
H -13.013 -16.593 -26.873
H -14.796 -16.076 -26.889
H -14.314 -13.900 -28.284
H -12.607 -13.968 -28.727
H -13.010 -14.350 -27.071
H -14.963 -19.586 -26.781
H -15.344 -18.202 -26.216
C -13.722 -21.907 -31.760
C -14.596 -20.954 -30.998
C -16.077 -21.173 -31.353
O -16.538 -21.131 -32.693
C -16.216 -20.027 -33.535
N -14.442 -21.201 -29.571
H -13.742 -21.766 -32.841
H -14.093 -22.917 -31.583
H -12.708 -21.714 -31.412
H -14.298 -19.936 -31.246
H -16.566 -20.315 -30.893
H -16.403 -22.150 -30.995
H -16.883 -20.051 -34.396
H -15.215 -20.151 -33.947
H -16.402 -19.165 -32.894
H -14.556 -20.367 -29.014
H -13.459 -21.320 -29.368
C -21.325 -25.338 -24.607
C -21.859 -24.971 -25.980
C -21.801 -26.290 -26.899
O -20.492 -26.854 -27.024
C -19.299 -25.997 -27.086
N -23.212 -24.459 -25.724
H -20.253 -25.293 -24.415
H -21.748 -26.309 -24.350
H -21.603 -24.703 -23.766
H -21.206 -24.263 -26.491
H -22.197 -26.255 -27.914
H -22.470 -26.984 -26.390
H -19.067 -25.566 -26.112
H -19.272 -25.226 -27.856
H -18.404 -26.590 -27.275
H -23.749 -25.247 -25.390
H -23.244 -23.761 -24.995
C -21.017 -22.683 -18.416
C -20.393 -21.259 -18.724
C -19.941 -20.576 -17.343
O -18.533 -20.708 -17.180
C -18.064 -21.758 -16.374
N -19.295 -21.488 -19.615
H -21.913 -22.435 -17.847
H -20.512 -23.378 -17.746
H -21.294 -23.237 -19.313
H -21.103 -20.630 -19.259
H -20.464 -20.917 -16.450
H -19.861 -19.502 -17.507
H -17.070 -22.002 -16.749
H -18.827 -22.529 -16.484
H -17.963 -21.357 -15.366
H -18.769 -22.303 -19.334
H -18.627 -20.745 -19.464
```

- energy relative to the best compared isomer or geometry (same formula, charge and spin) (kJ/mol) = 1104.96
- E (hartree) = -4334.3127

---

# 2
A molecular structure, C5H9NO. Source: the Open Molecules 2025 dataset; level of theory: ωB97M-V/def2-TZVPD.

```
16
C5H9NO (ωB97M-V/def2-TZVPD)
C 2.448 -0.190 -0.132
C 1.014 -0.422 0.245
C -0.036 -0.291 -0.843
N -0.993 0.530 -0.114
C -2.395 0.183 -0.009
C -0.300 0.881 1.020
O -0.677 1.248 2.099
H 2.777 -1.174 -0.501
H 3.073 0.032 0.739
H 2.650 0.539 -0.931
H 0.802 1.060 0.667
H 0.244 0.161 -1.807
H -0.457 -1.289 -1.024
H -2.883 0.912 0.641
H -2.857 0.220 -0.999
H -2.532 -0.819 0.421
```

- energy relative to the best compared isomer or geometry (same formula, charge and spin) (kJ/mol) = 467.51
- E (hartree) = -325.7595